No. 1
Density functional theory data (ωB97M-V/def2-TZVPD) for a molecular structure, C5H10LaOP in a non-equilibrium geometry.

Last column: Löwdin charge in e.
Positions of all 18 atoms, in Å:
C -0.61720 0.61500 -1.06447  -0.272
C -1.34662 1.70443 -1.66386  -0.187
C -0.43218 2.81562 -1.80279  -0.170
C 0.89164 2.37075 -1.42213  -0.196
C 0.78300 1.00789 -0.98200  -0.292
La 0.79425 -1.54757 1.47074  1.092
P -0.28123 -3.33040 -0.05020  0.432
H -0.99836 -0.43563 -0.88108  -0.003
H -2.40116 1.67380 -1.88255  0.055
H -0.70173 3.83833 -2.07468  0.065
H 1.64975 0.26589 -0.74833  0.020
H 1.80178 2.93674 -1.37343  0.052
H 0.87605 -4.17199 -0.29241  -0.118
H -1.33080 -4.21966 -0.38999  -0.125
H -0.23501 -3.42293 1.48997  -0.261
O 0.52752 -0.23584 3.58666  -0.251
H -0.27373 0.18931 3.93066  0.084
H 1.29405 -0.05375 4.14988  0.073

Properties
Energy above the lowest of the compared OMol25 structures with the same formula, charge and spin, kcal/mol: 0.0
Spin multiplicity: 1
Gap between HOMO and LUMO (alpha / beta), eV: 4.651 / 4.956
E, a.u.: -644.41201
LUMO energy (alpha / beta), Ha: -0.04624 / -0.03474
Net charge: 0


No. 2
Density functional theory data (ωB97M-V/def2-TZVPD) for 8 unconnected molecules or ions with the total composition C43H46O15 in a non-equilibrium geometry.

Last column: Löwdin charge in e.
Positions of all 104 atoms, in Å:
O 1.22334 -0.58747 -2.12036  0.028
C 0.29585 -0.09419 -1.29160  -0.319
C -0.43068 1.07467 -1.56604  -0.017
C -1.46844 1.57201 -0.83388  0.025
C -1.92957 0.71266 0.28353  -0.213
O -3.09737 1.17839 0.83351  0.077
C -1.18190 -0.49849 0.60374  -0.016
C -0.06412 -0.77452 -0.14060  -0.038
H 1.87096 -1.32235 -2.00752  0.116
H -0.00744 1.69459 -2.36113  0.122
H -1.82638 2.38358 -1.22869  0.063
H -3.34876 0.55413 1.38128  -0.018
H -1.53795 -1.21358 1.31320  0.089
H 0.42465 -1.73208 0.12886  0.112
O 1.66432 1.33047 4.20032  0.020
C 0.57565 2.16492 4.15816  -0.327
C -0.67109 1.59331 3.67818  -0.093
C -1.86950 2.18611 3.69061  -0.032
C -1.95718 3.58715 4.11784  -0.341
O -3.10393 4.21923 4.30147  0.047
C -0.79299 4.17607 4.67288  -0.020
C 0.45527 3.46687 4.80652  -0.008
H 2.45264 1.97826 4.21396  0.155
H -0.75416 0.52365 3.04366  0.154
H -2.78959 1.77208 3.22358  0.122
H -3.28327 4.40290 5.22469  0.114
H -0.93061 5.24445 5.26251  0.169
H 1.34079 4.07282 5.13591  0.118
O 0.71721 3.21034 -5.30263  0.005
C 0.94610 3.01216 -6.59972  -0.363
C 0.92261 4.04657 -7.47841  -0.066
C 0.64606 3.86020 -8.80187  -0.026
C 0.52725 2.51965 -9.32803  -0.392
O 0.27296 2.46678 -10.61636  0.012
C 0.64798 1.39036 -8.52800  0.001
C 0.76563 1.61398 -7.09289  0.050
H 1.37847 2.91081 -4.59585  0.131
H 1.10009 5.01698 -7.08191  0.111
H 0.77022 4.71141 -9.62010  0.152
H -0.26519 3.25864 -10.99358  0.165
H 0.36098 0.45919 -8.98646  0.105
H 0.73229 0.75542 -6.48575  0.081
O 2.43799 0.95602 -4.28481  0.073
C 3.74708 1.05560 -4.44515  -0.297
C 4.66723 0.56866 -3.42869  0.019
C 6.10370 0.63867 -3.64624  0.018
C 6.52794 1.22715 -4.87699  -0.343
O 7.76423 1.60999 -5.18749  0.042
C 5.59304 1.61956 -5.82589  -0.071
C 4.30790 1.61079 -5.60981  -0.043
H 2.08221 0.45389 -3.63869  0.013
H 4.24224 0.12014 -2.46418  0.119
H 6.75242 0.52881 -2.89896  0.056
H 7.61133 2.01189 -6.09554  0.126
H 5.82708 2.07203 -6.88602  0.166
H 3.61972 1.93754 -6.31491  0.093
O -0.20004 -5.40357 2.19580  0.018
C 0.31953 -4.89644 1.02454  -0.287
C -0.38957 -4.35511 -0.02542  -0.036
C 0.25354 -3.95945 -1.18888  -0.012
C 1.62989 -3.92211 -1.20611  -0.410
O 2.22801 -3.49871 -2.36118  0.003
C 2.39676 -4.35624 -0.23045  -0.044
C 1.78032 -4.88021 0.96791  0.038
H -1.15688 -5.34944 2.23725  0.075
H -1.42911 -4.36840 0.11009  0.098
H -0.46081 -3.80585 -2.02177  0.148
H 3.21290 -3.28189 -2.36858  0.150
H 3.52699 -4.56813 -0.25039  0.150
H 2.43771 -5.22153 1.86541  0.145
O -7.07657 0.52659 3.28270  -0.032
C -6.16799 -0.48744 2.98480  -0.326
C -5.91350 -0.86433 1.59976  0.010
C -4.92345 -1.81593 1.33856  0.024
C -4.14066 -2.40717 2.48438  -0.290
O -3.19493 -3.32630 2.11007  -0.017
C -4.46430 -2.07660 3.81163  -0.003
C -5.50326 -1.06072 4.05243  -0.038
H -6.89197 0.76673 4.33212  0.189
H -6.50686 -0.33137 0.78557  0.143
H -4.59946 -2.02534 0.47845  0.030
H -3.09201 -4.12828 2.63108  0.092
H -3.95016 -2.53786 4.75286  0.139
H -5.76767 -0.87721 5.07146  0.096
O -0.07263 -0.01501 6.43140  0.075
C -0.23943 -1.28023 6.10986  -0.327
C -0.73563 -1.69051 4.89878  -0.031
C -1.01452 -3.02707 4.54876  -0.017
C -0.51738 -4.02415 5.44046  -0.349
O -0.61905 -5.37437 5.15353  0.009
C -0.01912 -3.72366 6.64629  -0.039
C 0.17057 -2.35881 7.02893  0.044
H -0.33139 0.61901 5.76368  0.066
H -1.07279 -0.98735 4.12316  0.083
H -1.10871 -3.40110 3.50725  0.094
H -1.17981 -5.60934 4.36992  0.099
H 0.49903 -4.53753 7.23027  0.140
H 0.86466 -2.10535 7.80145  0.097
C 0.86176 3.46080 1.02117  -0.154
O -0.47625 3.81708 1.28897  -0.076
H 1.37918 4.06478 0.08410  0.134
H 0.97303 2.39522 1.00193  0.063
H 1.44536 3.89522 1.84439  0.058
H -0.82863 3.08583 1.63197  -0.048

Properties
SMILES: Oc1ccc(O)cc1.Oc1ccc(O)cc1.Oc1ccc(O)cc1.Oc1ccc(O)cc1.Oc1ccc(O)cc1.Oc1ccc(O)cc1.Oc1ccc(O)cc1.CO
Energy above the lowest of the compared OMol25 structures with the same formula, charge and spin, kcal/mol: 0.0
Spin multiplicity: 1
Gap between HOMO and LUMO, eV: 7.508
E, a.u.: -2794.33840
LUMO energy, Ha: -0.00516
Net charge: 0


No. 3
Density functional theory data (ωB97M-V/def2-TZVPD) for C7H11N in the gas phase in a non-equilibrium geometry.

Last column: Löwdin charge in e.
Positions of all 19 atoms, in Å:
C -1.11725 -2.17328 -0.41304  -0.086
C -1.53549 -0.80144 0.14275  -0.193
C -0.54321 -0.00052 0.93344  -0.235
C 0.85166 -0.23165 1.02431  -0.147
C 1.76960 0.69565 0.66013  -0.041
C 1.14041 1.91522 -0.18567  -0.175
N -0.25675 1.66184 -0.67942  -0.073
C -0.56459 0.26329 -0.59527  -0.250
H -1.11163 -2.86931 0.61516  0.135
H -1.86703 -2.59960 -1.10458  0.067
H -0.06251 -2.19133 -0.86222  0.089
H -2.49142 -0.52666 0.42352  0.098
H -1.11015 0.78070 1.37597  0.140
H 1.21061 -1.10887 1.61278  0.118
H 2.83434 0.66655 0.68015  0.079
H 1.19935 2.85446 0.35303  0.086
H 1.82569 2.03631 -1.14637  0.128
H -0.29012 2.10470 -1.65211  0.130
H 0.11847 -0.47606 -1.18255  0.132

Properties
SMILES: C[C@H]1[C@H]2C=CCN[C@H]12
Energy above the lowest of the compared OMol25 structures with the same formula, charge and spin, kcal/mol: 121.4
Spin multiplicity: 1
Gap between HOMO and LUMO, eV: 8.966
E, a.u.: -327.89450
LUMO energy, Ha: 0.04162
Net charge: 0


No. 4
Density functional theory data (ωB97M-V/def2-TZVPD) for 2 unconnected molecules or ions with the total composition C2H5O2 in a non-equilibrium geometry.

Last column: Löwdin charge in e.
Positions of all 9 atoms, in Å:
C -0.85548 -0.97457 -1.20814  0.193
C 0.24939 0.49283 0.32991  -0.204
O 1.44605 0.98288 0.41214  0.126
O 0.13577 -0.54402 -0.61336  0.071
H -0.39941 -1.75211 -1.84861  0.163
H -1.87425 -0.51361 -0.96189  0.181
H 0.02604 -0.26506 2.23295  0.228
H -0.52767 1.11427 0.51193  0.099
H 1.79955 1.45939 1.14507  0.144

Properties
Energy above the lowest of the compared OMol25 structures with the same formula, charge and spin, kcal/mol: 109.4
Spin multiplicity: 1
Gap between HOMO and LUMO (alpha / beta), eV: 7.266 / 8.580
E, a.u.: -229.17059
LUMO energy (alpha / beta), Ha: -0.25004 / -0.24151
Net charge: +1


No. 5
Density functional theory data (ωB97M-V/def2-TZVPD) for 2 unconnected molecules or ions with the total composition C2H6I2N2 in a non-equilibrium geometry.

Last column: Löwdin charge in e.
Positions of all 12 atoms, in Å:
C 0.61278 -1.04179 0.67226  -0.159
C 0.70562 0.98634 -0.67536  -0.108
N 0.01266 -0.20321 -0.31001  -0.391
N -1.26185 -0.42740 -0.75500  -0.558
I -2.25443 -1.94499 0.06907  0.832
I -2.69194 2.01066 0.18099  0.002
H 0.29981 -2.04083 0.70395  -0.022
H 1.72380 -0.94368 0.58330  0.115
H 0.28491 -0.72893 1.65385  0.090
H 1.27096 1.10475 -1.54760  0.066
H -0.01164 1.81365 -0.80830  -0.002
H 1.30930 1.41543 0.23286  0.136

Properties
Energy above the lowest of the compared OMol25 structures with the same formula, charge and spin, kcal/mol: 11.9
Spin multiplicity: 1
Gap between HOMO and LUMO (alpha / beta), eV: 8.342 / 5.734
E, a.u.: -784.57065
LUMO energy (alpha / beta), Ha: -0.01974 / -0.07413
Net charge: 0


No. 6
Density functional theory data (ωB97M-V/def2-TZVPD) for C5H5NO2 in the gas phase in a non-equilibrium geometry.

Last column: Löwdin charge in e.
Positions of all 13 atoms, in Å:
N -3.23943 -0.15765 -0.74161  0.161
C -2.21557 -0.04644 -0.19167  -0.114
C -0.87828 -0.06113 0.49114  -0.318
C -0.08604 1.13431 0.21263  -0.054
C 1.06355 1.05724 -0.39917  -0.086
O 1.70830 -0.14223 -0.67962  -0.013
C 1.12878 -1.16916 -0.05414  -0.262
O -0.27308 -1.16574 -0.16028  -0.071
H -0.99125 -0.25440 1.54950  0.151
H -0.46675 2.15283 0.33794  0.130
H 1.58847 1.95192 -0.85581  0.157
H 1.28811 -2.21788 -0.50182  0.181
H 1.37317 -1.08166 0.99291  0.139

Properties
SMILES: N#C[C@@H]1C=COCO1
Energy above the lowest of the compared OMol25 structures with the same formula, charge and spin, kcal/mol: 59.3
Spin multiplicity: 1
Gap between HOMO and LUMO, eV: 10.747
E, a.u.: -398.68399
LUMO energy, Ha: 0.02635
Net charge: 0


No. 7
Density functional theory data (ωB97M-V/def2-TZVPD) for 2 unconnected molecules or ions with the total composition C7H11BO2S in a non-equilibrium geometry.

Last column: Löwdin charge in e.
Positions of all 22 atoms, in Å:
B -0.45344 0.75038 0.05821  -0.521
C 3.89211 -0.62591 0.07796  -0.159
C 4.26471 0.69522 0.05179  -0.447
C 1.83985 0.42934 -0.07874  -0.366
C 2.44087 -0.77556 0.04642  -0.432
C 1.64302 -2.00934 0.15198  -0.053
C -1.76052 2.84272 0.28933  -0.024
C -2.56624 -0.60113 0.07642  0.026
O -0.69510 2.00577 -0.18984  0.077
O -1.12416 -0.33548 0.20625  0.078
S 2.90907 1.80422 -0.08138  0.914
H 4.58767 -1.46758 0.30826  0.113
H 5.32936 0.95032 0.04681  0.059
H 1.09886 -1.95746 1.07624  0.085
H 1.07894 -2.12632 -0.68453  0.052
H 2.47142 -2.63266 0.22722  0.054
H -1.41820 3.72202 0.75957  0.074
H -2.44644 2.27295 1.03825  0.125
H -2.35958 3.26237 -0.47050  0.075
H -2.66096 -1.64121 0.45228  0.112
H -2.84151 -0.54521 -0.98145  0.104
H -3.09146 0.13523 0.59102  0.054

Properties
Energy above the lowest of the compared OMol25 structures with the same formula, charge and spin, kcal/mol: 29.2
Spin multiplicity: 1
Gap between HOMO and LUMO, eV: 8.153
E, a.u.: -846.78624
LUMO energy, Ha: 0.01560
Net charge: 0


No. 8
Density functional theory data (ωB97M-V/def2-TZVPD) for 7 unconnected molecules or ions with the total composition C9H32N11O7 in a non-equilibrium geometry.

Last column: Löwdin charge in e.
Positions of all 59 atoms, in Å:
O -0.48761 0.21975 -1.20960  -0.406
H -0.19512 0.44761 -0.32201  -0.075
C -0.41579 2.70162 -3.90525  -0.694
O -0.64803 3.63689 -4.67937  -0.016
N -0.25012 1.41097 -4.30456  0.158
N -0.30198 2.84351 -2.56282  0.151
H 0.09551 0.71663 -3.66530  0.069
H -0.31129 1.24070 -5.29249  0.101
H -0.56052 3.69120 -2.09491  0.107
H -0.12758 1.98819 -2.04900  0.023
C -2.76378 3.27054 1.54594  -0.687
O -2.89799 4.32782 2.16639  -0.003
N -3.71452 2.78696 0.72456  0.171
N -1.77007 2.35951 1.77888  0.152
H -4.39817 3.43199 0.37158  0.112
H -3.62294 1.86331 0.33609  0.055
H -1.08491 2.59505 2.47678  0.095
H -1.50400 1.68136 1.08703  0.063
C -0.73862 -3.16351 -2.16058  -0.693
O -0.73723 -4.38894 -2.28425  -0.015
N -1.44930 -2.33667 -3.01669  0.147
N 0.02796 -2.45438 -1.32637  0.135
H -1.50164 -1.35500 -2.80486  0.053
H -2.04184 -2.61387 -3.77461  0.092
H -0.16765 -1.44514 -1.15675  0.022
H 0.63844 -2.93539 -0.68901  0.096
C 3.11908 0.92584 -1.44146  -0.676
O 4.26269 1.35292 -1.57614  -0.002
N 2.61323 -0.12920 -2.12872  0.167
N 2.15976 1.56434 -0.68429  0.145
H 3.13844 -0.65071 -2.80164  0.104
H 1.70376 -0.41105 -1.79707  0.049
H 1.22830 1.17513 -0.61783  0.023
H 2.47186 2.16379 0.05911  0.100
C -4.04764 0.47390 -1.42008  -0.729
O -5.28699 0.45007 -1.41456  -0.014
N -3.28373 -0.33525 -0.65226  0.145
N -3.29136 1.36831 -2.09510  0.161
H -2.26108 -0.32891 -0.75600  0.043
H -3.70189 -1.02145 -0.05045  0.107
H -2.28404 1.33222 -2.14120  0.048
H -3.78610 2.11712 -2.54978  0.111
C 1.12855 -0.45701 2.14784  -0.072
C 1.57597 -0.94180 3.54026  -0.392
C 2.41001 -2.21690 3.44250  -0.213
O 2.40237 -3.00788 4.62553  -0.175
C 3.15018 -4.18365 4.44087  -0.135
N 2.39594 0.15610 4.07072  0.018
H 0.46023 0.40292 2.22177  0.062
H 0.49900 -1.23012 1.70111  0.078
H 1.98846 -0.14293 1.55712  0.070
H 0.65230 -1.03192 4.11104  0.138
H 3.43904 -2.02868 3.11949  0.130
H 2.00976 -2.85302 2.63966  0.115
H 4.22677 -4.00455 4.36852  0.086
H 2.86541 -4.71533 3.52461  0.085
H 2.95538 -4.90832 5.22981  0.084
H 3.11309 -0.14282 4.72023  0.065
H 2.90202 0.73812 3.41757  0.061

Properties
Energy above the lowest of the compared OMol25 structures with the same formula, charge and spin, kcal/mol: 20.5
Spin multiplicity: 1
Gap between HOMO and LUMO, eV: 9.495
E, a.u.: -1491.39115
LUMO energy, Ha: 0.08528
Net charge: -1


Q: What is the spin multiplicity in the second record?
A: 1